[1]
Density functional theory data (the ωB97M-V functional and the def2-TZVPD basis) for the molecule C4H12N2O in a non-equilibrium geometry.

XYZ file:
```
19
Properties=species:S:1:pos:R:3:forces:R:3:mulliken_charge:R:1
N 0.7491 -1.7589 -0.1965 0.217 0.249 -0.986 -0.309
H -1.0244 -1.1408 0.7195 -0.166 0.491 0.052 0.257
H 1.1964 -1.8333 0.6981 0.073 -0.008 0.192 0.249
H -0.9974 -0.9523 -1.0264 0.038 -0.252 -0.122 0.401
N 0.9281 0.9055 1.0083 0.187 0.772 0.366 -0.498
C -1.1639 1.5104 -0.0236 0.620 0.618 0.101 -0.602
C 0.0626 0.6073 -0.0707 -0.678 -0.517 -0.163 0.268
H 0.1736 2.9081 0.0978 -0.321 0.032 0.239 0.338
H 1.9136 0.7698 0.9247 0.066 -0.270 0.178 0.182
C 0.5422 -3.0747 -0.8110 0.216 0.344 0.727 -0.791
C -0.3839 -0.8514 -0.1299 -0.028 -0.587 0.000 -0.853
H 1.3981 -3.3633 -1.4267 -0.089 0.104 -0.067 0.265
H 0.4979 0.9431 1.9141 0.357 -0.102 0.208 0.177
H 0.4470 -3.8314 -0.0252 -0.298 -0.223 -0.235 0.268
H 0.5678 0.8262 -1.0077 0.312 -0.053 -0.164 0.231
H -0.3544 -3.0483 -1.4275 0.023 -0.156 -0.007 0.283
H -1.7993 1.2332 0.8184 -0.217 -0.053 -0.032 0.321
H -1.6806 1.3964 -0.9710 -0.453 -0.072 -0.040 0.319
O -0.7966 2.8839 0.1356 0.139 -0.315 -0.244 -0.505
```
Positions in Å, forces in eV/Å.

Kohn-Sham gap   9.5375 eV
HOMO level   -8.5 eV
DFT total energy   -9369.5144 eV
Charge   0
SMILES   CNC[C@H](N)CO



[2]
Density functional theory data (the ωB97M-V functional and the def2-TZVPD basis) for a structure of composition C4H12N2O in a non-equilibrium geometry.

XYZ file:
```
19
Properties=species:S:1:pos:R:3:forces:R:3:mulliken_charge:R:1
C 2.1187 0.7799 0.7927 -0.874 1.881 -1.419 -0.836
H 0.2269 0.0494 -1.7148 -0.098 -0.062 -0.111 0.202
H -1.3577 -1.7073 0.2482 0.048 0.098 -0.054 0.384
H 1.6442 1.6479 1.2537 0.141 0.177 -0.159 0.378
H 2.7449 0.3460 1.5732 -0.449 -0.630 -0.319 0.247
H -2.9720 0.5456 0.1230 0.166 0.073 -0.066 0.185
N -2.1239 0.7789 0.6340 -0.198 -0.476 -0.153 -0.593
C -0.1914 -0.1619 -0.7286 1.798 0.504 -0.112 0.598
H -2.3418 1.5852 1.2073 0.207 -0.092 -0.116 0.220
C -0.9387 -1.4828 -0.7349 0.608 -0.385 0.452 -1.639
N 1.0672 -0.1281 0.2851 0.421 -4.348 -0.235 -0.224
H 2.7286 1.1136 -0.0508 0.366 0.123 0.222 0.267
H -0.3172 -2.3233 -1.0541 0.057 0.104 0.010 0.421
O 1.9772 -1.2404 -0.0722 -0.641 -0.455 -0.095 -0.510
H -1.7647 -1.4386 -1.4500 0.074 0.272 0.033 0.376
H 0.1099 0.9211 0.7014 -4.458 2.738 -1.312 0.208
C -0.9671 1.0230 -0.2213 2.069 -0.213 3.045 -0.283
H 1.5411 -2.0553 0.2204 0.018 0.337 0.051 0.308
H -1.1841 1.7470 -1.0124 0.745 0.356 0.337 0.290
```
Positions in Å, forces in eV/Å.

Kohn-Sham gap   9.4826 eV
HOMO level   -8.5 eV
DFT total energy   -9364.7082 eV
Charge   0



[3]
Density functional theory data (the ωB97M-V functional and the def2-TZVPD basis) for the ion C4H12N2O with charge +1 in a non-equilibrium geometry.

XYZ file:
```
19
Properties=species:S:1:pos:R:3:forces:R:3:lowdin_spin:R:1
O 0.8104 -0.8547 -2.3554 0.014 -0.786 -0.129 0.035
C -0.5361 -1.0413 -2.0308 -0.369 1.610 -0.407 0.047
H 0.1586 0.2695 2.7463 0.051 -0.441 -0.332 0.002
H 1.0064 0.9291 -0.1574 -0.614 0.264 0.180 0.035
H 0.0416 -2.0847 -0.2080 0.244 -0.069 -0.208 0.000
H -1.1454 -1.6854 -2.6776 0.590 -0.356 0.114 0.009
N -0.7065 -0.2495 0.2951 0.503 1.063 -2.374 0.472
H 1.1902 -1.7170 -2.5718 0.199 0.172 -0.019 0.000
H -0.7469 2.2351 2.8318 -0.111 0.178 0.074 0.005
N -0.0612 2.1625 2.1023 0.133 0.264 -0.510 0.129
H -0.9588 -0.0417 -2.2000 -0.278 -0.133 0.096 -0.001
C 0.5651 0.2711 0.6104 1.494 -1.261 0.461 0.097
H -1.6514 -1.9720 -0.4228 -0.394 0.318 -0.077 0.010
H 0.5629 2.9482 2.0410 -0.269 0.410 0.041 0.004
H -1.3009 0.4456 -0.1637 -0.470 0.302 1.049 0.013
H 1.2624 -0.5761 0.6684 -0.209 0.096 -0.030 0.001
C 0.6216 0.9296 2.0124 -0.597 0.415 1.605 0.073
C -0.7317 -1.4066 -0.5599 -0.223 -1.739 1.158 0.056
H 1.6452 1.0515 2.3709 0.308 -0.305 -0.693 0.013
```
Positions in Å, forces in eV/Å.

Kohn-Sham gap (alpha / beta)   11.6164 / 5.4920 eV
HOMO level (alpha / beta)   -14.2 / -13.4 eV
DFT total energy   -9361.2101 eV
Charge   +1
2S+1   2



[4]
Density functional theory data (the ωB97M-V functional and the def2-TZVPD basis) for the ion C4H12N2O with charge +1 in a non-equilibrium geometry.

XYZ file:
```
19
Properties=species:S:1:pos:R:3:forces:R:3:lowdin_spin:R:1
N -2.0848 -0.0245 0.1647 -0.800 1.880 -1.063 0.350
H -0.5006 1.3993 0.1848 -0.776 -0.066 0.282 0.002
H -0.6249 0.4193 -1.2179 0.228 -0.626 0.001 0.027
H 2.0222 -1.8911 -0.8169 0.144 0.191 0.502 0.001
H 0.1995 -1.5679 0.2628 0.116 0.535 -0.013 0.001
H -3.1686 0.8660 1.6643 -0.280 0.633 -0.253 0.014
O 3.2098 -0.5474 -1.6005 -0.126 -0.386 -0.084 0.011
C 0.3456 -0.5005 0.4997 2.107 -0.668 0.186 0.098
H 3.6160 0.3046 -1.4648 0.409 0.369 0.180 0.000
H -2.5458 -0.5927 -0.5425 0.637 -0.486 0.254 0.009
H -2.6634 2.0119 0.3628 0.145 0.523 -0.062 0.005
H -4.0157 0.8483 0.0925 0.337 0.150 0.158 0.005
N 1.6319 -0.0544 0.0560 0.145 -1.524 0.595 0.274
C -3.0519 1.0392 0.5816 0.077 -1.955 1.109 0.036
C 2.5980 -1.0344 -0.4276 -0.628 -0.144 -2.314 0.024
H 3.3536 -1.4284 0.2501 -0.144 0.505 0.727 0.011
C -0.7748 0.3869 -0.1343 -0.232 0.748 -0.386 0.097
H 0.4014 -0.3866 1.5874 -1.032 0.187 0.059 0.027
H 2.0525 0.7527 0.4978 -0.327 0.133 0.123 0.007
```
Positions in Å, forces in eV/Å.

Kohn-Sham gap (alpha / beta)   11.8285 / 4.8698 eV
HOMO level (alpha / beta)   -14.6 / -12.9 eV
DFT total energy   -9360.6424 eV
Charge   +1
2S+1   2



[5]
Density functional theory data (the ωB97M-V functional and the def2-TZVPD basis) for a cluster of 2 separate species, C4H12N2O2 in total in a non-equilibrium geometry.

XYZ file:
```
20
Properties=species:S:1:pos:R:3:forces:R:3:mulliken_charge:R:1
C -1.6331 -0.6699 0.5639 0.631 0.997 -1.149 0.260
C 0.1835 0.4774 -0.5780 -0.364 0.290 -4.108 -0.632
H -2.4369 2.2502 0.6708 -0.163 -0.889 -0.179 0.267
H 1.2117 2.1628 0.1263 0.619 0.120 0.029 0.389
H 0.4675 -3.7273 -0.5447 -0.342 -0.276 0.115 0.307
N 2.6516 0.8357 -0.7105 -0.556 1.671 -0.147 -0.603
C -1.5068 1.6959 0.8203 1.787 0.298 0.623 -0.856
H -1.1472 -1.5622 0.1456 -0.026 -0.117 0.020 0.217
H -1.3662 1.2955 1.8323 -0.889 0.581 0.106 0.340
N -1.1598 0.5269 -0.0310 -0.312 -0.648 1.917 -0.002
H -0.7270 2.4801 0.7835 -0.212 -0.449 -0.537 0.264
H 1.5753 0.6774 1.0537 -0.214 0.512 -0.409 0.268
H 0.3956 -0.5122 -1.0615 -0.250 0.265 1.196 0.427
H 2.6167 1.5438 -1.4357 0.691 -0.499 -0.479 0.260
H 2.7532 -0.0868 -1.1071 -0.360 -0.044 -0.010 0.242
C 1.4219 1.1012 0.0301 -0.097 -1.880 2.431 -0.486
O -2.4982 -0.6967 1.3921 -0.362 -0.172 0.342 -0.531
O -0.4535 -3.9616 -0.3544 0.281 0.390 -0.163 -0.627
H -0.4462 -4.8719 -0.0521 0.096 -0.091 0.036 0.307
H 0.0979 1.0417 -1.5437 0.042 -0.058 0.368 0.188
```
Positions in Å, forces in eV/Å.

Kohn-Sham gap   9.6102 eV
HOMO level   -9.1 eV
DFT total energy   -11416.7554 eV
Charge   0
SMILES   CN(C=O)CCN.O



[6]
Density functional theory data (the ωB97M-V functional and the def2-TZVPD basis) for a cluster of 2 separate species, C4H12N2O2 in total in a non-equilibrium geometry.

XYZ file:
```
20
Properties=species:S:1:pos:R:3:forces:R:3:mulliken_charge:R:1
H -1.5888 -1.0645 0.7304 0.196 -0.454 0.176 0.332
H -1.5393 1.2240 1.8378 -0.210 -0.323 -0.619 0.279
C -0.4770 1.1772 1.5958 0.656 0.083 1.063 -0.881
H -1.4155 1.2381 -2.4997 0.355 0.384 0.086 0.280
H 0.7883 0.4585 3.0008 0.015 -0.331 -0.018 0.270
H 0.3069 0.7006 -2.3300 -0.039 0.198 -0.149 0.308
H -1.0312 -0.4273 -2.6099 0.143 -0.137 0.165 0.389
H -0.0566 -1.4820 -0.1554 -0.188 -0.671 0.020 0.256
H 2.7266 -2.1215 0.1200 0.197 0.218 -0.382 0.306
C -0.1581 1.1986 0.1127 -1.780 -0.389 -0.309 0.771
C -0.7337 0.4879 -2.0980 -0.356 -0.390 -0.145 -0.966
O 0.5533 2.0256 -0.4057 0.445 0.423 0.165 -0.614
O 2.4644 -1.3993 -0.4669 -0.723 -0.150 0.625 -0.594
H -0.0986 2.1171 2.0055 0.207 -0.063 -0.211 0.354
H 3.1580 -1.2504 -1.1015 0.464 -0.077 -0.180 0.279
H -1.6928 -1.6216 -0.9397 0.082 -0.102 -0.105 0.425
N 0.1319 0.0422 2.3488 -0.198 0.846 0.246 -0.544
N -0.9354 0.3354 -0.6573 0.457 -0.772 -0.503 0.067
H 0.6693 -0.5408 1.7381 0.323 -0.277 -0.308 0.257
C -1.0715 -1.0979 -0.2257 -0.048 1.985 0.384 -0.975
```
Positions in Å, forces in eV/Å.

Kohn-Sham gap   9.5212 eV
HOMO level   -9.0 eV
DFT total energy   -11417.3228 eV
Charge   0
SMILES   CN(C)C(=O)CN.O



Looking at energy above the lowest of the compared OMol25 structures with the same formula, charge and spin for the records above, in order, we have 162.0; 625.8; 116.5; 171.3; 237.5; 182.7 kJ/mol.